The following is a DFT calculation (ωB97M-V/def2-TZVPD) of C19H35NO2P2Zn as an isolated structure at a distorted geometry.

## Properties
HOMO-LUMO gap: 4.313 eV
DFT total energy: -3411.928378 Eh
Spin multiplicity: 1
E_HOMO: -4.30 eV
ΔE to the lowest compared entry with this formula, charge and spin: 162.0 kcal/mol

Geometry (Å):
P -0.804 1.942 1.992
P -2.967 0.844 -0.601
C -2.221 2.874 1.321
C -3.364 2.027 0.701
H -1.842 3.602 0.591
H -2.627 3.450 2.164
H -3.937 1.480 1.475
H -4.079 2.717 0.211
C -2.736 1.703 -2.142
H -2.508 1.011 -2.971
H -1.922 2.450 -2.045
H -3.692 2.227 -2.338
C -4.139 -0.477 -0.877
H -4.829 -0.130 -1.657
H -4.705 -0.686 0.037
H -3.649 -1.399 -1.214
C 0.520 2.976 2.587
H 1.087 2.405 3.335
H 0.075 3.860 3.063
H 1.180 3.276 1.760
C -1.351 0.891 3.335
H -1.971 0.054 2.991
H -1.923 1.511 4.047
H -0.449 0.509 3.840
Zn 3.356 -1.193 1.860
C -0.570 -2.063 -1.401
C -0.269 -1.429 -2.541
C 0.240 -0.050 -2.796
C 0.778 0.822 -1.623
C -0.151 1.629 -0.808
C -0.317 0.996 0.514
C -1.127 -0.281 0.203
C -0.319 -1.562 -0.013
C 4.177 -0.751 3.534
H -0.907 -3.098 -1.439
H -0.341 -2.022 -3.462
H -0.471 0.528 -3.409
H 1.148 -0.158 -3.442
H 1.415 0.159 -1.010
H 1.479 1.534 -2.083
H -0.116 2.715 -0.910
H 0.685 0.694 0.896
H -1.534 -0.135 -0.866
H -1.858 -0.534 0.983
H 0.751 -1.425 0.200
H -0.669 -2.299 0.735
H 4.281 -1.680 4.118
H 3.646 0.004 4.131
H 5.193 -0.391 3.299
O 2.234 -3.879 0.852
C 2.642 -3.184 -0.064
C 2.808 -3.560 -1.528
C 3.476 -2.360 -2.177
C 3.532 -1.295 -1.098
O 3.896 -0.130 -1.203
N 3.026 -1.847 0.081
H 3.450 -4.445 -1.605
H 1.836 -3.812 -1.983
H 4.492 -2.630 -2.479
H 2.961 -1.985 -3.071

Mulliken population analysis, charges in e, atoms 1 to 8: number 1, P, carries 1.162; number 2, P, carries 1.249; number 3, C, carries -0.863; number 4, C, carries -1.153; number 5, H, carries 0.397; number 6, H, carries 0.595; number 7, H, carries 0.336; number 8, H, carries 0.468